Record 1
Computed, not measured: C36H57Cl2KN8O7P2 as an isolated structure at a distorted geometry, with ωB97M-V/def2-TZVPD.

- Total charge: -2
- Orbital gap: 6.017 eV
- 2S+1: 1
- Strongest force on any atom: 1.1 eV/Å

Each line ends with the natural charge from an NBO analysis.
Element x y z (Å)
K -0.06620 -0.18526 -0.19810  0.859
C 3.84625 -0.64671 4.00432  -0.952
P 2.78613 0.60689 3.18710  0.842
C 2.56534 1.77630 4.58922  -0.951
C 4.07055 1.54076 2.24659  -0.715
C 4.41310 0.89326 0.89931  -0.717
P 3.18042 1.26610 -0.43156  0.833
C 3.99644 0.36072 -1.80065  -0.941
C 3.69408 2.97951 -0.85231  -0.948
H 4.16835 -1.37320 3.25771  0.259
H 3.25121 -1.19272 4.74006  0.230
H 4.71169 -0.20006 4.50464  0.195
H 3.51478 2.04928 5.06126  0.201
H 1.92100 1.31787 5.34343  0.229
H 2.06816 2.68464 4.23773  0.240
H 4.96687 1.64401 2.86979  0.203
H 3.68357 2.55528 2.09663  0.219
H 4.46125 -0.19743 0.99249  0.242
H 5.40049 1.22530 0.55654  0.200
H 5.07452 0.55146 -1.82146  0.197
H 3.55851 0.66104 -2.75278  0.241
H 3.81378 -0.70931 -1.68971  0.255
H 4.78263 3.07174 -0.92391  0.201
H 3.32445 3.68714 -0.10732  0.224
H 3.24156 3.24874 -1.80703  0.244
C 2.53062 -4.55465 0.42828  -0.622
C 2.02931 -3.60743 1.51081  0.135
C 2.26358 -4.17685 2.90400  -0.617
O 2.73133 -2.37044 1.39168  -0.769
C 0.51146 -3.34032 1.32024  0.770
O -0.26496 -4.31433 1.35684  -0.769
O 0.19936 -2.13292 1.12725  -0.833
H 3.58991 -4.77047 0.59404  0.193
H 2.43075 -4.08300 -0.55163  0.222
H 1.96396 -5.48706 0.44124  0.213
H 3.33158 -4.36400 3.04811  0.190
H 1.70994 -5.10726 3.03433  0.216
H 1.92893 -3.45916 3.65631  0.213
H 1.99356 -1.74346 1.24718  0.502
O -5.31406 -3.37956 -3.60790  -0.786
C -5.29976 -2.41348 -4.41049  0.739
O -5.93323 -2.24832 -5.46843  -0.743
C -4.34674 -1.29156 -4.00444  -0.037
C -3.25889 -0.96872 -4.81275  -0.285
C -2.32251 -0.06231 -4.35294  0.031
N -2.38863 0.52022 -3.15195  -0.541
C -3.44814 0.23546 -2.38206  0.211
C -4.45568 -0.62899 -2.78779  -0.282
C -3.37077 0.73509 -0.94289  0.744
O -4.18825 1.57370 -0.53183  -0.740
O -2.42449 0.18033 -0.32359  -0.829
H -3.13808 -1.43771 -5.78125  0.219
H -1.44959 0.18193 -4.95250  0.191
H -5.26844 -0.84964 -2.10686  0.227
C -2.18744 -2.61176 -1.49916  -0.427
N -1.65522 -3.93411 -1.94435  -0.343
C -2.34437 -4.37343 -3.18974  -0.445
C -0.13265 -3.96455 -2.08445  -0.241
C 0.41552 -2.97390 -3.07592  -0.069
C 0.65415 -3.40925 -4.38498  -0.259
C 1.14655 -2.52581 -5.33314  -0.283
C 1.38595 -1.20967 -4.94628  -0.230
C 1.14465 -0.81178 -3.63408  -0.294
C 0.66287 -1.66296 -2.61689  -0.418
H -3.27261 -2.67764 -1.50326  0.231
H -1.84353 -1.86859 -2.21176  0.245
H -1.79288 -2.39034 -0.51195  0.248
H -1.85682 -4.59757 -1.19781  0.421
H -1.97004 -3.75157 -3.99882  0.235
H -3.41921 -4.22411 -3.09160  0.285
H -2.08968 -5.41643 -3.37437  0.189
H 0.08939 -5.00273 -2.34681  0.185
H 0.23148 -3.75435 -1.08545  0.240
H 0.45584 -4.44336 -4.66214  0.180
H 1.33696 -2.85460 -6.34844  0.189
H 1.76199 -0.49569 -5.67483  0.185
H 1.34145 0.23905 -3.40712  0.175
Cl -0.56093 -1.00267 4.14080  -0.058
C -1.86452 -1.71181 3.15239  -0.370
Cl -3.34712 -1.93741 4.11598  -0.068
H -1.53390 -2.67318 2.78154  0.255
H -2.09030 -1.03131 2.33852  0.244
C -1.70877 3.67278 0.47627  -0.101
N -1.12396 2.54108 1.20347  -0.474
C -2.09174 2.09050 2.20499  -0.095
N -2.41383 3.16684 3.16221  -0.476
C -2.96054 4.29140 2.39736  -0.079
N -2.02442 4.79187 1.38615  -0.476
C -0.79272 5.18972 2.06463  -0.073
N -0.17510 4.09361 2.82171  -0.490
C 0.08380 2.99292 1.87354  -0.090
C -1.16862 3.60584 3.79076  -0.077
H -2.62308 3.33076 -0.01019  0.242
H -0.99868 4.01379 -0.27783  0.206
H -1.66551 1.24917 2.75678  0.190
H -2.99264 1.76598 1.68395  0.251
H -3.20078 5.10466 3.09019  0.172
H -3.87414 3.96478 1.89830  0.213
H -1.01542 6.00973 2.75490  0.177
H -0.07787 5.54403 1.31717  0.189
H 0.51393 2.15057 2.41924  0.202
H 0.80398 3.32698 1.11969  0.198
H -1.39221 4.41048 4.49836  0.177
H -0.73690 2.76453 4.33942  0.196
N -0.60087 2.65946 -2.88940  -0.337
C -1.02500 3.58348 -3.76509  -0.048
C -0.25717 4.71138 -3.56712  -0.368
C 0.61764 4.34672 -2.52807  -0.088
N 0.39971 3.10280 -2.11656  -0.285
H -1.01859 1.72038 -2.79283  0.464
H -1.83552 3.36290 -4.44064  0.222
H -0.32470 5.64911 -4.09199  0.211
H 1.39020 4.93177 -2.05164  0.193

Cartesian forces (eV/Å) of the 3 atoms listed first:
K 0.5 0.9 -0.4
C 0.0 -0.1 0.0
P -0.2 0.0 -0.1

Record 2
Computed, not measured: C36H58AlBBeCl4F6NNaO9Si as an isolated structure at a distorted geometry, with ωB97M-V/def2-TZVPD.

- Total charge: 0
- Orbital gap: 2.498 eV
- 2S+1: 1
- Strongest force on any atom: 1.4 eV/Å

Each line ends with the Mulliken charge.
Element x y z (Å)
C 0.57930 -4.81692 0.26608  -1.207
C 0.24967 -4.08876 -1.05109  -0.282
C -0.75797 -2.95586 -0.84845  -0.637
C -0.76859 -1.93002 -1.99549  -0.783
C 0.09600 -0.73558 -1.60260  0.725
C 0.55192 0.12069 -2.77023  -1.190
C 0.96569 1.57061 -2.42541  -1.634
C 0.15617 2.31514 -1.38817  0.382
C -1.22095 2.57609 -1.51200  1.056
C -2.09657 2.11983 -2.67525  1.894
F -1.49265 2.39096 -3.85959  -0.375
F -2.22682 0.76625 -2.56990  -0.222
C -3.49702 2.73189 -2.64546  -2.295
C -4.43918 1.87862 -1.78595  -0.358
Si -6.05078 2.72016 -1.21231  0.327
C -5.82848 4.43359 -0.53310  -0.873
C -7.29039 2.60257 -2.62887  -1.257
C -6.68778 1.56866 0.14714  0.262
C -6.82509 0.21274 -0.16015  -0.181
C -7.24664 -0.70666 0.79678  -0.954
C -7.52614 -0.26364 2.08543  -0.703
C -7.40376 1.08352 2.39852  -0.342
C -6.98507 2.00082 1.44305  -0.124
C -1.85611 3.32082 -0.53213  -0.236
C -1.14365 3.82755 0.51430  -0.381
N 0.16273 3.58455 0.64677  0.698
C 0.81086 4.26033 1.79098  -1.409
B 0.32626 3.71610 3.22772  0.686
O -0.88715 4.02417 3.74506  -0.451
O 1.19618 2.93282 3.95008  -0.556
C 0.82973 2.81613 -0.26067  0.039
O 2.13498 2.62145 -0.04329  -0.484
C 2.46976 1.75296 1.08996  -0.617
C 3.58266 0.73653 0.80176  -0.096
C 3.91278 0.56011 -0.68786  -1.790
C 3.38560 -0.63979 1.47860  0.743
C 1.98382 -1.27520 1.34970  -0.480
C 4.37416 -1.67627 0.95124  -2.149
H 1.65257 -4.91920 0.39427  0.240
H 0.09907 -5.78563 0.33852  0.421
H 0.22904 -4.23625 1.12167  0.191
H 1.15533 -3.74310 -1.53939  0.300
H -0.24236 -4.81946 -1.68507  0.358
H -1.74942 -3.39715 -0.75709  0.480
H -0.55645 -2.44997 0.09946  0.117
H -0.40331 -2.40309 -2.90111  0.138
H -1.80485 -1.64415 -2.14844  0.071
H 0.98850 -1.16997 -1.16030  -0.026
H -0.45445 -0.17866 -0.84266  0.505
H 1.43625 -0.35074 -3.19382  0.775
H -0.17052 0.14554 -3.57347  0.010
H 0.86630 2.14150 -3.34476  0.619
H 2.01193 1.60285 -2.16927  0.444
H -3.87564 2.72357 -3.66411  0.408
H -3.46464 3.76679 -2.32947  0.531
H -4.74702 0.98068 -2.30814  0.576
H -3.93630 1.64191 -0.84994  0.457
H -5.24164 5.05910 -1.19968  0.319
H -6.77931 4.93338 -0.35893  0.447
H -5.27856 4.37805 0.44431  -0.168
H -7.10029 1.73130 -3.25288  0.339
H -7.29734 3.48828 -3.25841  0.363
H -8.29151 2.47492 -2.22437  0.400
H -6.58506 -0.14660 -1.15348  0.344
H -7.37827 -1.74636 0.53944  0.609
H -7.84760 -0.98858 2.81769  0.427
H -7.61025 1.40028 3.40681  0.312
H -6.85864 3.04438 1.68933  0.439
H -2.90046 3.57281 -0.52494  -0.119
H -1.65741 4.45515 1.23110  -0.503
H 0.53187 5.30728 1.71596  0.372
H 1.88305 4.17527 1.71062  0.425
H -1.25350 4.84116 3.38114  0.317
H 0.68570 2.29051 4.45315  0.250
H 2.83620 2.40084 1.87785  0.308
H 1.54101 1.32484 1.46691  0.409
H 4.48485 1.14297 1.24902  0.747
H 4.94947 0.24766 -0.75918  0.500
H 3.28838 -0.19272 -1.15902  0.161
H 3.86593 1.50032 -1.21952  0.636
H 3.60949 -0.55622 2.54258  0.763
H 1.55624 -1.41445 2.34501  -0.887
H 1.27095 -0.67125 0.79993  0.632
H 2.02918 -2.27625 0.94098  0.359
H 4.02841 -2.04963 -0.01027  0.307
H 5.36403 -1.27593 0.78466  0.352
H 4.43342 -2.52843 1.62419  0.546
C 9.64309 -3.65633 2.17588  -1.218
C 8.60605 -3.45383 1.09429  0.215
O 7.73976 -4.61960 0.98105  -0.401
C 6.77306 -4.70205 1.87190  0.886
O 6.51991 -3.90936 2.74835  -0.571
O 6.04923 -5.81764 1.63310  -0.373
C 4.96154 -5.97202 2.54374  -0.459
H 10.19647 -4.58134 2.00601  0.300
H 10.34010 -2.81980 2.18135  0.397
H 9.17938 -3.72974 3.16071  0.301
H 9.09127 -3.33891 0.13297  0.322
H 8.01718 -2.55769 1.26554  0.031
H 4.37886 -5.05200 2.55834  0.109
H 5.30255 -6.21316 3.54932  0.272
H 4.33436 -6.78211 2.17885  0.234
C -1.08685 -3.33641 -6.15963  0.008
Cl -1.14664 -4.53082 -4.86023  -0.121
Cl -2.29203 -3.69435 -7.39250  -0.125
Cl -1.30654 -1.70534 -5.52124  -0.057
H -0.10875 -3.38859 -6.61791  0.303
Cl -3.62426 5.34656 1.44848  -0.637
Na 0.24047 -1.40689 3.51575  0.964
F 6.68507 -0.42020 -0.99235  -0.365
Al 8.28400 -0.17289 -1.52172  0.401
F 8.35177 -0.34847 -3.19023  -0.379
F 9.30292 -1.31702 -0.78736  -0.355
F 8.77393 1.37514 -1.08232  -0.392
Be -5.33078 -2.46566 0.40253  -0.023
C -8.71490 3.85181 4.98726  0.879
O -9.40875 4.47335 5.77569  -0.376
O -8.31340 4.27649 3.88019  -0.230
O -8.28792 2.68434 5.15220  -0.306

Cartesian forces (eV/Å) of the 3 atoms listed first:
C 0.1 0.4 0.0
C -0.5 -0.3 0.7
C 0.0 -0.2 -0.5

Record order is preserved below.
HOMO level: -0.087; -0.298 hartree